# 1
The following is a quantum chemistry calculation of a cluster of 11 separate species, C26H78ClN6O14 in total at a distorted geometry, from the OMol25 dataset.

## Properties
strongest force on any atom: 0.1267 Eh/bohr
lowest unoccupied orbital energy: 2.126 eV
HOMO-LUMO gap: 8.35 eV
HOMO energy: -6.2 eV
net charge: -1
E_tot: -2879.03238 a.u.

```
125
Properties=species:S:1:pos:R:3:lowdin_charge:R:1
Cl 19.559 -0.194 6.074 0.624
O 19.665 -0.099 4.664 -0.321
O 20.439 -1.060 6.736 -0.331
O 19.689 1.140 6.593 -0.379
O 18.205 -0.383 6.495 -0.364
O 15.284 -0.433 5.468 -0.057
H 14.706 -0.952 6.028 -0.005
H 16.163 -0.753 5.668 -0.014
O 16.814 2.760 6.276 -0.048
H 16.709 3.201 7.119 0.005
H 17.079 1.869 6.502 -0.006
O 18.976 2.910 3.674 -0.043
H 19.361 2.176 4.152 -0.009
H 19.567 3.051 2.935 0.013
C 18.660 4.142 11.224 -0.068
C 19.449 3.294 10.148 -0.380
C 19.229 1.762 10.327 -0.174
O 19.940 1.337 11.485 -0.207
C 19.749 -0.065 11.781 -0.079
N 18.887 3.900 8.929 0.041
H 19.001 5.174 11.147 0.062
H 18.718 3.820 12.264 0.063
H 17.585 4.178 11.051 0.061
H 20.524 3.475 10.181 0.119
H 19.717 1.250 9.498 0.115
H 18.168 1.512 10.334 0.109
H 18.673 -0.241 11.770 0.062
H 20.238 -0.370 12.707 0.089
H 20.202 -0.666 10.993 0.069
H 19.358 4.792 8.866 0.069
H 19.314 3.406 8.158 0.059
C 15.104 1.535 9.704 -0.024
C 15.681 0.103 9.267 -0.358
C 15.927 -0.878 10.323 -0.251
O 14.802 -1.184 11.137 -0.192
C 14.956 -2.432 11.889 -0.064
N 14.639 -0.563 8.486 0.041
H 15.763 2.363 9.965 0.046
H 14.509 1.446 10.612 0.066
H 14.637 2.090 8.890 0.074
H 16.591 0.299 8.700 0.128
H 16.782 -0.597 10.937 0.099
H 16.376 -1.837 10.065 0.104
H 14.112 -2.602 12.557 0.082
H 15.818 -2.308 12.545 0.078
H 15.030 -3.272 11.197 0.078
H 14.912 -1.470 8.134 0.065
H 13.914 -0.774 9.157 0.068
C 23.116 3.352 8.055 -0.069
C 23.844 3.347 6.735 -0.435
C 24.915 2.304 6.645 -0.210
O 25.563 2.325 5.373 -0.179
C 26.496 1.312 5.161 -0.123
N 22.791 3.053 5.748 0.058
H 23.883 3.352 8.830 0.074
H 22.379 2.559 8.185 0.070
H 22.630 4.283 8.345 0.078
H 24.248 4.308 6.416 0.139
H 24.487 1.378 7.027 0.114
H 25.737 2.549 7.317 0.122
H 26.162 0.297 5.372 0.086
H 27.378 1.461 5.784 0.079
H 26.821 1.411 4.125 0.088
H 22.332 2.238 6.129 0.048
H 23.228 2.732 4.896 0.064
C 19.705 -0.434 0.644 -0.110
C 19.270 0.924 1.018 -0.440
C 18.606 1.490 -0.261 -0.206
O 17.993 2.702 0.062 -0.151
C 17.684 3.406 -1.065 -0.170
N 18.239 0.648 1.996 0.060
H 18.886 -1.066 0.302 0.088
H 20.245 -0.991 1.409 0.093
H 20.392 -0.180 -0.163 0.079
H 20.074 1.496 1.481 0.143
H 17.859 0.826 -0.698 0.131
H 19.351 1.713 -1.024 0.118
H 17.166 2.776 -1.788 0.083
H 18.449 3.800 -1.734 0.075
H 17.173 4.322 -0.765 0.094
H 18.069 -0.269 1.608 0.049
H 18.759 0.428 2.834 0.029
C 23.363 0.163 10.522 -0.033
C 23.853 -1.026 9.646 -0.404
C 23.459 -2.400 10.138 -0.186
O 22.100 -2.829 10.013 -0.221
C 21.865 -4.203 10.348 -0.084
N 23.328 -0.730 8.337 0.070
H 22.287 0.224 10.683 0.066
H 23.513 1.136 10.055 0.057
H 23.968 0.153 11.429 0.078
H 24.941 -0.979 9.625 0.137
H 23.802 -2.577 11.158 0.125
H 24.051 -3.063 9.507 0.114
H 20.827 -4.319 10.662 0.066
H 22.415 -4.404 11.267 0.086
H 22.104 -4.833 9.491 0.094
H 22.434 -1.182 8.463 0.066
H 23.065 0.243 8.390 0.049
C 17.664 -4.052 7.216 -0.038
C 18.439 -3.531 8.443 -0.443
C 18.066 -4.213 9.741 -0.194
O 18.727 -3.613 10.842 -0.202
C 18.241 -4.120 12.039 -0.140
N 19.819 -3.624 8.145 0.065
H 18.025 -5.015 6.853 0.080
H 17.640 -3.387 6.353 0.068
H 16.585 -3.981 7.353 0.066
H 18.359 -2.452 8.579 0.131
H 18.403 -5.248 9.788 0.131
H 16.993 -4.230 9.932 0.105
H 17.165 -4.293 12.033 0.065
H 18.489 -3.517 12.912 0.094
H 18.580 -5.137 12.238 0.084
H 20.359 -3.192 8.880 0.035
H 19.914 -2.950 7.398 0.046
C 23.127 -2.907 5.326 -0.086
C 23.749 -3.394 6.608 -0.320
O 24.899 -2.575 6.749 -0.111
H 23.801 -2.557 4.545 0.076
H 22.479 -2.096 5.661 0.049
H 22.488 -3.655 4.856 0.069
H 24.045 -4.434 6.469 0.104
H 23.089 -3.317 7.472 0.085
H 24.680 -1.839 7.324 0.020
```



# 2
The following is a quantum chemistry calculation of a cluster of 11 separate species, C26H78N4O14 in total at a distorted geometry, from the OMol25 dataset.

## Properties
strongest force on any atom: 0.0207 Eh/bohr
lowest unoccupied orbital energy: 0.528 eV
HOMO-LUMO gap: 9.23 eV
HOMO energy: -8.7 eV
E_tot: -2309.66155 a.u.

```
122
Properties=species:S:1:pos:R:3:lowdin_charge:R:1
C 3.331 -0.944 -3.668 -0.087
O 3.665 -2.286 -3.348 -0.182
C 3.633 -2.527 -1.959 -0.218
C 4.283 -3.861 -1.677 -0.402
C 3.477 -5.028 -2.266 -0.048
N 4.442 -3.984 -0.224 0.045
H 3.914 -0.271 -3.032 0.077
H 2.260 -0.772 -3.522 0.079
H 3.611 -0.772 -4.706 0.089
H 4.105 -1.724 -1.379 0.129
H 2.575 -2.549 -1.631 0.119
H 5.254 -3.859 -2.178 0.144
H 2.454 -4.997 -1.891 0.068
H 3.971 -5.953 -1.968 0.076
H 3.480 -4.967 -3.354 0.076
H 5.167 -4.644 0.028 0.095
H 3.570 -4.307 0.193 0.050
C -2.151 3.239 4.737 -0.123
O -0.912 2.957 4.146 -0.207
C -0.956 3.060 2.735 -0.205
C 0.411 2.788 2.169 -0.387
C 0.434 3.160 0.695 -0.053
N 0.793 1.354 2.264 0.075
H -2.416 4.304 4.660 0.091
H -2.084 2.985 5.793 0.093
H -2.963 2.666 4.274 0.083
H -1.719 2.384 2.324 0.121
H -1.241 4.090 2.478 0.133
H 1.134 3.374 2.747 0.149
H -0.222 2.470 0.159 0.064
H 1.424 3.060 0.245 0.072
H 0.131 4.199 0.552 0.072
H 0.835 1.163 3.272 0.059
H 1.760 1.272 1.957 0.097
C 1.035 0.712 6.378 -0.094
O 0.899 0.297 5.040 -0.241
C 0.251 -0.964 4.841 -0.182
C -1.228 -0.910 5.144 -0.433
C -1.862 -2.289 5.045 -0.050
N -1.957 0.026 4.291 0.090
H 1.248 1.782 6.362 0.092
H 1.888 0.209 6.847 0.091
H 0.121 0.569 6.954 0.080
H 0.423 -1.151 3.777 0.118
H 0.817 -1.713 5.411 0.131
H -1.400 -0.544 6.162 0.124
H -1.921 -2.609 3.999 0.064
H -2.859 -2.336 5.474 0.079
H -1.241 -3.034 5.552 0.079
H -1.494 0.929 4.256 0.032
H -2.042 -0.354 3.351 0.046
C -3.357 0.312 -2.727 -0.096
O -2.919 1.570 -3.183 -0.214
C -2.814 2.491 -2.124 -0.203
C -2.452 3.852 -2.684 -0.445
C -2.340 4.859 -1.573 -0.057
N -3.394 4.321 -3.706 0.052
H -4.315 0.363 -2.203 0.093
H -2.643 -0.148 -2.023 0.083
H -3.392 -0.377 -3.570 0.090
H -3.768 2.542 -1.571 0.135
H -2.087 2.150 -1.369 0.125
H -1.473 3.708 -3.165 0.136
H -3.291 4.907 -1.033 0.087
H -2.106 5.859 -1.934 0.084
H -1.565 4.582 -0.858 0.054
H -4.246 4.623 -3.241 0.073
H -3.648 3.538 -4.301 0.064
O -2.912 -1.525 1.655 -0.107
C -4.059 -0.991 0.991 -0.226
C -4.359 0.415 1.485 -0.237
O -5.362 1.032 0.676 -0.076
H -2.164 -1.259 1.089 0.032
H -3.904 -0.997 -0.091 0.104
H -4.901 -1.650 1.222 0.121
H -3.463 1.033 1.424 0.102
H -4.690 0.352 2.524 0.122
H -6.227 0.796 1.020 0.082
O -2.752 0.458 -6.220 -0.064
C -1.699 -0.517 -6.250 -0.230
C -0.445 -0.002 -5.597 -0.232
O -0.636 0.262 -4.217 -0.089
H -2.391 1.294 -6.532 0.089
H -2.052 -1.439 -5.788 0.124
H -1.523 -0.792 -7.300 0.121
H -0.075 0.888 -6.125 0.113
H 0.347 -0.752 -5.671 0.126
H -1.496 0.696 -4.064 0.052
O -1.015 -5.427 1.992 -0.054
C -0.349 -4.198 1.757 -0.243
C 0.735 -4.287 0.703 -0.252
O 1.927 -4.912 1.123 -0.079
H -1.382 -5.735 1.158 0.086
H -1.034 -3.400 1.454 0.106
H 0.137 -3.921 2.695 0.122
H 0.930 -3.268 0.359 0.096
H 0.339 -4.787 -0.199 0.124
H 1.693 -5.746 1.545 0.105
C 3.141 -1.748 2.065 -0.186
O 4.481 -1.902 1.712 -0.132
H 3.030 -1.241 3.029 0.073
H 2.560 -1.153 1.342 0.062
H 2.626 -2.710 2.183 0.064
H 4.561 -2.648 1.081 0.019
C 4.555 2.498 -1.520 -0.175
O 3.369 1.822 -1.163 -0.146
H 5.023 2.070 -2.423 0.070
H 4.402 3.562 -1.738 0.078
H 5.291 2.390 -0.726 0.077
H 2.680 2.063 -1.803 0.019
C 0.242 -0.453 -0.490 -0.145
O -0.583 -0.494 0.648 -0.166
H -0.298 -0.587 -1.430 0.072
H 0.759 0.511 -0.569 0.065
H 1.049 -1.196 -0.478 0.046
H -0.144 0.065 1.338 0.038
C 1.853 2.663 -4.207 -0.122
O 1.395 1.874 -3.120 -0.160
H 1.493 3.694 -4.110 0.082
H 2.941 2.699 -4.189 0.078
H 1.504 2.266 -5.161 0.070
H 0.532 1.483 -3.330 0.048
```



# 3
The following is a quantum chemistry calculation of a cluster of 9 separate species, C26H78N6O9P2S7 in total at a distorted geometry, from the OMol25 dataset.

## Properties
strongest force on any atom: 0.0635 Eh/bohr
lowest unoccupied orbital energy: -0.096 eV
ΔE to the lowest compared entry with this formula, charge and spin: 63.81 kcal/mol
HOMO-LUMO gap: 8.44 eV
HOMO energy: -8.5 eV
E_tot: -5512.90052 a.u.

```
128
Properties=species:S:1:pos:R:3:lowdin_charge:R:1
O -4.713 0.426 -5.897 -0.311
P -4.372 -0.883 -5.209 0.655
N -3.036 -0.846 -4.107 -0.303
C -2.689 -1.953 -3.261 -0.145
C -1.862 0.023 -4.444 -0.085
N -3.907 -2.166 -6.279 -0.317
C -3.110 -1.853 -7.437 -0.126
C -3.884 -3.557 -5.903 -0.142
N -5.662 -1.612 -4.314 -0.322
C -6.938 -1.983 -5.020 -0.093
C -6.003 -1.010 -3.037 -0.130
H -3.582 -2.575 -3.194 0.073
H -2.161 -1.658 -2.353 0.062
H -1.917 -2.531 -3.768 0.074
H -2.136 1.078 -4.439 0.070
H -1.312 -0.309 -5.325 0.075
H -1.205 0.053 -3.575 0.048
H -3.240 -2.579 -8.240 0.087
H -3.565 -0.970 -7.887 0.074
H -2.094 -1.547 -7.190 0.071
H -4.545 -3.747 -5.057 0.067
H -4.234 -4.123 -6.767 0.080
H -2.910 -3.979 -5.653 0.075
H -7.431 -2.800 -4.493 0.080
H -7.615 -1.130 -4.967 0.074
H -6.847 -2.213 -6.081 0.081
H -6.635 -1.678 -2.451 0.085
H -6.613 -0.142 -3.287 0.086
H -5.066 -0.807 -2.519 0.043
O 0.720 5.177 3.220 -0.290
P 1.346 3.974 3.794 0.601
N 2.265 4.153 5.303 -0.292
C 2.858 5.475 5.534 -0.129
C 2.615 3.085 6.269 -0.096
N 2.413 3.175 2.707 -0.288
C 2.073 3.292 1.268 -0.124
C 3.150 1.968 3.043 -0.114
N 0.202 2.827 4.300 -0.299
C -0.823 3.292 5.274 -0.097
C -0.293 1.798 3.391 -0.106
H 3.725 5.645 4.897 0.073
H 3.270 5.516 6.543 0.069
H 2.126 6.275 5.425 0.072
H 3.130 2.269 5.762 0.054
H 1.749 2.711 6.815 0.068
H 3.326 3.494 6.987 0.076
H 2.956 3.188 0.638 0.083
H 1.304 2.570 0.991 0.042
H 1.596 4.226 0.971 0.065
H 2.557 1.269 3.633 0.065
H 3.579 1.422 2.203 0.070
H 3.927 2.440 3.644 0.080
H -0.358 3.825 6.104 0.069
H -1.485 3.994 4.768 0.078
H -1.376 2.477 5.743 0.079
H -1.096 2.169 2.754 0.073
H -0.722 1.013 4.014 0.053
H 0.554 1.421 2.817 0.062
C 3.789 2.057 -4.059 -0.269
S 4.239 2.834 -5.678 0.823
O 3.570 4.183 -5.804 -0.576
C 6.037 3.147 -5.398 -0.252
H 2.794 1.623 -4.154 0.035
H 3.629 2.835 -3.312 0.051
H 4.512 1.295 -3.771 0.049
H 6.185 3.830 -4.562 0.056
H 6.514 3.474 -6.322 0.049
H 6.425 2.161 -5.142 0.037
C 0.348 -2.000 3.709 -0.296
S -0.256 -2.881 5.153 0.838
O 0.718 -2.602 6.265 -0.572
C -1.660 -1.647 5.418 -0.226
H 1.033 -2.594 3.104 0.036
H 0.872 -1.112 4.061 0.051
H -0.432 -1.638 3.039 0.029
H -2.156 -1.911 6.352 0.046
H -2.429 -1.729 4.650 0.015
H -1.224 -0.650 5.352 0.033
C 2.626 0.491 -0.891 -0.279
S 2.388 -1.092 -0.001 0.859
O 2.672 -0.974 1.492 -0.571
C 0.528 -1.165 -0.198 -0.240
H 1.899 1.267 -0.652 0.003
H 2.478 0.437 -1.969 0.038
H 3.625 0.885 -0.704 0.052
H 0.046 -0.232 0.095 0.034
H 0.256 -1.937 0.521 0.028
H 0.094 -1.528 -1.129 0.038
C 2.716 -6.418 -1.123 -0.258
S 1.480 -6.296 -2.496 0.845
O 0.701 -7.624 -2.700 -0.585
C 0.293 -5.113 -1.658 -0.254
H 2.204 -6.551 -0.170 0.049
H 3.345 -5.529 -1.150 0.045
H 3.343 -7.296 -1.281 0.048
H -0.189 -5.574 -0.795 0.052
H -0.583 -4.887 -2.267 0.036
H 0.731 -4.148 -1.403 0.028
C -0.109 4.393 -2.433 -0.210
S -1.022 2.848 -1.951 0.849
O -0.051 1.676 -1.902 -0.591
C -1.407 3.298 -0.230 -0.247
H 0.520 4.566 -1.559 0.039
H -0.846 5.162 -2.662 0.056
H 0.586 4.277 -3.264 0.055
H -0.509 3.450 0.369 0.023
H -2.031 2.652 0.388 0.036
H -1.904 4.267 -0.249 0.060
C 5.583 -2.414 3.173 -0.266
S 5.787 -2.694 4.996 0.838
O 6.625 -1.499 5.394 -0.587
C 4.015 -2.273 5.454 -0.247
H 5.072 -3.191 2.605 0.043
H 6.607 -2.411 2.799 0.037
H 5.121 -1.464 2.906 0.036
H 3.872 -1.207 5.278 0.047
H 3.800 -2.525 6.493 0.042
H 3.269 -2.893 4.956 0.032
C -3.443 -0.151 0.148 -0.222
S -3.428 -1.190 1.718 0.850
O -2.815 -0.302 2.779 -0.578
C -5.247 -1.274 2.026 -0.247
H -4.059 -0.523 -0.670 0.023
H -2.414 -0.069 -0.203 0.020
H -3.783 0.867 0.336 0.053
H -5.793 -1.502 1.111 0.043
H -5.667 -0.316 2.333 0.058
H -5.492 -2.020 2.782 0.047
```